[1]
{"formula": "C28H17BiCl2N15O3", "method": "ωB97M-V/def2-TZVPD", "orbital_gap_ha": 0.2708, "homo_ev": -5.3, "charge": -1, "e_tot_ha": -3259.43980, "symbols": ["Bi", "Cl", "C", "C", "C", "N", "C", "O", "C", "C", "C", "C", "C", "N", "C", "C", "C", "Cl", "N", "C", "O", "C", "C", "C", "C", "C", "N", "H", "H", "H", "H", "H", "H", "H", "H", "H", "H", "N", "C", "N", "N", "N", "N", "C", "N", "N", "N", "N", "H", "N", "C", "N", "C", "C", "C", "C", "C", "C", "H", "H", "H", "H", "H", "H", "O", "C"], "xyz": [[-0.223, -0.481, 0.697], [6.248, -3.307, 0.772], [4.815, -2.509, 0.199], [3.634, -2.680, 0.908], [2.473, -2.061, 0.483], [1.248, -2.158, 1.170], [0.868, -3.312, 1.743], [1.459, -4.387, 1.750], [-0.463, -3.231, 2.472], [-1.138, -4.403, 2.785], [-2.338, -4.308, 3.467], [-2.806, -3.056, 3.840], [-2.058, -1.942, 3.498], [-0.916, -2.026, 2.816], [2.489, -1.254, -0.674], [3.676, -1.089, -1.372], [4.833, -1.719, -0.933], [6.295, -1.481, -1.843], [1.249, -0.714, -1.040], [0.961, -0.385, -2.313], [1.737, -0.147, -3.232], [-0.522, -0.417, -2.649], [-0.964, 0.131, -3.846], [-2.300, -0.008, -4.175], [-3.142, -0.698, -3.312], [-2.613, -1.208, -2.138], [-1.329, -1.068, -1.815], [3.625, -3.306, 1.786], [-0.701, -5.345, 2.489], [-2.902, -5.200, 3.710], [-3.734, -2.933, 4.380], [-2.379, -0.946, 3.779], [3.703, -0.468, -2.250], [-0.249, 0.635, -4.481], [-2.684, 0.409, -5.098], [-4.191, -0.834, -3.537], [-3.237, -1.723, -1.419], [0.192, 2.087, 3.606], [1.218, 1.848, 2.721], [2.356, 2.516, 2.793], [3.122, 1.998, 1.815], [2.497, 1.079, 1.184], [1.265, 0.934, 1.742], [-1.147, 1.921, 3.321], [-2.116, 2.472, 4.043], [-3.246, 2.024, 3.472], [-2.952, 1.276, 2.464], [-1.614, 1.169, 2.333], [0.405, 2.799, 4.286], [-1.995, 2.954, -1.908], [-1.843, 2.063, -0.895], [-0.594, 1.834, -0.605], [0.144, 2.616, -1.487], [1.526, 2.749, -1.619], [1.984, 3.602, -2.600], [1.101, 4.313, -3.429], [-0.269, 4.195, -3.304], [-0.727, 3.328, -2.317], [-2.872, 3.276, -2.273], [-2.682, 1.587, -0.410], [2.197, 2.191, -0.977], [3.049, 3.724, -2.740], [1.506, 4.973, -4.186], [-0.947, 4.747, -3.943], [-3.726, -0.487, 0.669], [-4.257, -0.154, 1.626]]}

---

[2]
{"formula": "CH4N2", "method": "ωB97M-V/def2-TZVPD", "orbital_gap_ha": 0.4006, "homo_ev": -10.0, "smiles": "[H]/N=C\\N", "relative_energy_kj_mol": 232.5, "e_tot_ha": -149.95459, "symbols": ["H", "N", "C", "N", "H", "H", "H"], "xyz": [[-1.196, -1.094, -0.006], [-1.270, -0.136, -0.045], [-0.122, 0.445, 0.087], [1.076, -0.308, -0.062], [0.156, 1.591, 0.204], [1.538, 0.452, -0.748], [1.590, -0.514, 0.781]]}

---

[3]
{"formula": "C11H28Cl2NOPV", "method": "ωB97M-V/def2-TZVPD", "orbital_gap_ha": [0.2866, 0.2846], "homo_ev": [-7.6, -7.6], "multiplicity": 2, "s2": 1.230, "relative_energy_kj_mol": 27.8, "e_tot_ha": -2771.65179, "symbols": ["V", "Cl", "Cl", "H", "H", "P", "C", "C", "C", "C", "H", "C", "H", "H", "H", "H", "H", "H", "H", "C", "C", "H", "H", "H", "H", "H", "H", "C", "H", "C", "H", "H", "H", "H", "H", "H", "C", "C", "N", "O", "H", "H", "H", "H", "H"], "xyz": [[-0.382, -0.064, 3.576], [1.039, -0.227, 1.982], [-2.338, -0.903, 3.605], [-0.079, 1.693, 4.290], [0.621, 1.282, 4.367], [-0.027, 0.267, -1.832], [1.652, -0.316, -2.401], [-1.237, -0.646, -2.912], [-0.030, 2.028, -2.432], [2.199, -1.365, -1.423], [2.264, 0.598, -2.299], [1.749, -0.813, -3.843], [1.188, -1.744, -3.994], [2.805, -1.027, -4.066], [1.400, -0.072, -4.570], [2.174, -0.997, -0.392], [3.239, -1.607, -1.678], [1.618, -2.296, -1.459], [0.974, 2.373, -2.128], [-1.061, 2.858, -1.652], [-0.167, 2.217, -3.941], [0.653, 1.745, -4.492], [-0.139, 3.294, -4.167], [-1.121, 1.827, -4.321], [-0.930, 2.732, -0.571], [-2.091, 2.583, -1.907], [-0.931, 3.923, -1.887], [-1.241, -2.131, -2.540], [-0.892, -0.530, -3.954], [-2.649, -0.070, -2.782], [-0.274, -2.618, -2.706], [-1.982, -2.651, -3.161], [-1.527, -2.276, -1.488], [-2.976, -0.038, -1.732], [-3.347, -0.720, -3.326], [-2.739, 0.934, -3.208], [1.426, -0.944, 6.681], [0.020, -0.519, 7.009], [-0.372, -0.787, 8.288], [-0.759, 0.024, 6.208], [1.923, -1.392, 7.553], [2.039, -0.092, 6.340], [1.359, -1.714, 5.897], [-1.281, -0.467, 8.599], [0.230, -1.352, 8.868]]}

---

[4]
{"formula": "C32H36I2N8O2Sc", "method": "ωB97M-V/def2-TZVPD", "orbital_gap_ha": 0.2586, "homo_ev": -10.1, "charge": 1, "relative_energy_kj_mol": 1.7, "e_tot_ha": -3185.69233, "symbols": ["Sc", "I", "C", "C", "C", "I", "C", "O", "C", "C", "N", "C", "C", "C", "C", "C", "C", "N", "C", "H", "H", "H", "H", "H", "H", "H", "H", "H", "H", "H", "C", "C", "N", "N", "C", "O", "C", "C", "C", "C", "C", "C", "C", "C", "C", "C", "C", "N", "H", "H", "H", "H", "H", "H", "H", "H", "H", "H", "H", "H", "C", "N", "C", "C", "N", "N", "C", "C", "H", "H", "H", "H", "H", "H", "H", "H", "H", "H", "H", "H", "H"], "xyz": [[-0.292, -0.109, 0.080], [5.772, -3.529, -3.438], [4.005, -2.918, -2.546], [3.363, -3.757, -1.646], [2.186, -3.335, -1.040], [1.264, -4.602, 0.332], [1.646, -2.082, -1.321], [0.540, -1.635, -0.740], [2.299, -1.248, -2.229], [1.692, 0.098, -2.531], [1.558, 0.937, -1.317], [2.830, 1.214, -0.666], [3.071, 0.317, 0.516], [4.371, -0.038, 0.841], [4.608, -0.788, 1.973], [3.525, -1.158, 2.754], [2.262, -0.779, 2.351], [2.012, -0.057, 1.245], [3.474, -1.669, -2.836], [3.774, -4.729, -1.410], [2.310, 0.608, -3.275], [0.693, -0.012, -2.956], [1.128, 1.810, -1.595], [3.669, 1.117, -1.361], [2.829, 2.249, -0.317], [5.180, 0.273, 0.191], [5.616, -1.081, 2.241], [3.646, -1.743, 3.655], [1.414, -1.080, 2.943], [3.978, -1.013, -3.535], [-1.294, 2.833, 3.454], [-0.971, 1.638, 2.626], [-0.772, 1.644, 1.369], [-0.884, 2.835, 0.660], [-1.023, 2.553, -0.610], [-1.075, 1.346, -1.105], [-1.094, 3.685, -1.571], [-0.966, 5.007, -1.147], [-1.026, 6.037, -2.070], [-1.214, 5.757, -3.419], [-1.341, 4.443, -3.845], [-1.282, 3.406, -2.922], [-0.943, 0.269, 3.234], [-1.078, 0.068, 4.593], [-1.103, -1.236, 5.077], [-1.009, -2.288, 4.187], [-0.873, -2.000, 2.836], [-0.829, -0.755, 2.376], [-1.416, 3.704, 2.821], [-0.491, 3.027, 4.171], [-2.207, 2.661, 4.029], [-0.817, 5.215, -0.096], [-0.928, 7.063, -1.738], [-1.263, 6.566, -4.137], [-1.490, 4.224, -4.895], [-1.387, 2.377, -3.240], [-1.167, 0.912, 5.262], [-1.204, -1.419, 6.139], [-1.034, -3.317, 4.520], [-0.774, -2.787, 2.095], [-5.114, 0.438, -1.353], [-4.247, -0.176, -0.349], [-3.881, 0.700, 0.749], [-3.429, -1.209, -0.689], [-2.199, -1.279, -0.248], [-3.963, -2.164, -1.501], [-3.094, -3.124, -2.159], [-5.363, -2.555, -1.390], [-4.712, 1.414, -1.634], [-6.123, 0.574, -0.963], [-5.159, -0.179, -2.245], [-4.796, 1.116, 1.174], [-3.247, 1.526, 0.418], [-3.361, 0.135, 1.519], [-1.805, -2.193, -0.452], [-2.860, -3.981, -1.518], [-2.163, -2.648, -2.462], [-3.590, -3.496, -3.053], [-5.874, -1.912, -0.681], [-5.433, -3.585, -1.031], [-5.868, -2.489, -2.356]]}